# 1
87
Properties=species:S:1:pos:R:3:forces:R:3:lowdin_charge:R:1 method="wB97M-V/def2-TZVPD" lumo_energy_ha="0.1526 / 0.1525" e_tot_ha=-5743.9301 spin_multiplicity=8 molar_mass_g_mol=1083.68 orbital_gap_ev="3.52 / 5.57" total_charge=-2
Eu -0.6423 0.9994 -0.0412 -0.660 -2.260 -4.043 1.084
C 1.9412 -4.0058 4.7655 0.386 -1.389 1.076 -0.101
C 1.7274 -2.8220 3.9362 -0.605 0.208 -0.441 -0.350
C 2.6215 -1.7977 3.8228 1.188 0.817 0.071 -0.061
C 2.3686 -0.6982 3.0093 1.970 -0.290 1.705 -0.041
C 1.2133 -0.5907 2.2762 -1.119 -1.895 0.832 -0.290
N 1.0206 0.4085 1.4732 -0.039 1.192 -0.580 -0.053
C 2.0865 1.1792 1.1134 0.349 2.232 -0.294 -0.292
C 3.3090 0.6299 0.7438 0.779 -0.791 -0.484 -0.093
C 4.3394 1.4075 0.2408 0.742 -1.434 -0.116 -0.071
C 4.2353 2.7670 0.1099 -0.675 0.048 0.434 -0.335
C 5.3000 3.5563 -0.5124 1.268 0.816 -0.851 -0.088
C 3.0567 3.3658 0.5167 -0.101 0.239 0.032 0.006
C 1.9863 2.6267 0.9943 -0.020 -1.058 -0.007 -0.050
C 0.6896 3.3205 1.4011 -0.828 0.549 0.321 -0.376
O -0.4404 2.7637 0.9108 1.268 3.955 2.680 -0.347
C 0.6599 3.3577 2.9604 -0.042 -0.168 0.198 -0.521
F 0.3647 2.1617 3.4839 0.063 0.229 0.005 0.156
F -0.2457 4.2269 3.4583 0.058 -0.046 0.033 0.136
F 1.8607 3.7233 3.4812 -0.047 0.077 0.102 0.121
C 0.6067 4.8169 0.9305 -0.344 -0.136 -0.259 -0.535
F -0.6239 5.3095 1.1494 0.334 0.067 -0.085 0.140
F 1.4669 5.6872 1.5234 0.079 0.043 0.064 0.110
F 0.8199 4.9095 -0.4004 0.066 0.111 0.269 0.099
C 0.2063 -1.6305 2.4825 0.574 0.947 -0.627 -0.079
C 0.5083 -2.6820 3.2796 -0.191 -1.133 0.568 -0.024
C -1.1691 -1.4727 1.8786 -0.808 0.068 -0.018 -0.371
O -1.2131 -1.0520 0.5922 -0.371 -1.993 0.878 -0.335
C -2.0038 -2.7960 1.9267 0.062 -0.145 -0.186 -0.515
F -2.4261 -3.1864 3.1523 0.076 -0.085 -0.023 0.126
F -1.3180 -3.8369 1.4009 -0.087 0.042 0.044 0.125
F -3.1182 -2.6934 1.1690 0.065 -0.110 0.240 0.118
C -1.9570 -0.4573 2.7926 -0.342 1.102 -0.469 -0.481
F -3.2822 -0.7332 2.8796 0.069 0.090 0.062 0.126
F -1.8965 0.7992 2.2397 -0.075 -1.021 0.904 0.067
F -1.5001 -0.3725 4.0485 -0.146 0.042 -0.107 0.160
H 3.0126 -4.0810 5.0740 -0.779 -0.116 -0.121 0.074
H 1.6544 -4.9314 4.2082 0.296 0.480 0.514 0.078
H 1.3079 -3.9589 5.6853 0.482 -0.230 -0.438 0.080
H 3.5742 -1.8432 4.3848 -0.501 0.035 -0.300 0.108
H 3.1063 0.1308 2.9521 -0.676 -0.895 0.270 0.123
H 3.4298 -0.4761 0.8068 -0.069 1.050 -0.143 0.124
H 5.2780 0.9103 -0.0977 -0.728 0.315 0.280 0.116
H 6.3055 3.1357 -0.2602 -0.635 0.437 -0.271 0.077
H 5.2537 4.6228 -0.1893 0.147 -0.688 -0.278 0.079
H 5.1752 3.5227 -1.6258 0.304 0.180 0.735 0.088
H 2.9965 4.4572 0.4532 -0.025 -0.512 -0.002 0.114
H -0.2234 -3.4837 3.4489 0.348 0.419 -0.079 0.119
Cl -0.5059 2.8451 -2.1651 0.094 0.628 -0.606 0.703
C -2.0294 2.9313 -2.9684 -0.315 -0.115 -0.227 -0.660
C -2.0453 3.4714 -4.2362 0.274 0.306 -0.491 -0.143
C -3.2362 3.5326 -4.9559 0.017 0.160 -0.401 -0.134
C -4.4035 3.0346 -4.3875 -0.187 0.075 -0.251 -0.161
C -4.3646 2.5003 -3.1126 0.557 0.060 -0.001 -0.700
Cl -5.8367 1.8671 -2.4539 -0.335 -0.026 -0.030 0.620
C -3.1822 2.4322 -2.3299 -0.476 -0.217 0.495 -0.742
S -3.2074 1.8207 -0.7031 -1.016 0.559 -0.503 0.508
H -1.1037 3.8538 -4.6607 -0.553 -0.256 0.207 0.101
H -3.2527 3.9546 -5.9694 0.022 -0.173 0.476 0.087
H -5.3562 3.0618 -4.9298 0.425 -0.028 0.220 0.090
S 1.6025 0.3095 -2.0471 0.232 0.015 -0.471 0.577
C 1.8132 -1.3256 -1.7451 0.081 0.496 0.212 -0.849
N 1.4051 -1.8971 -0.6061 -0.596 0.626 0.162 0.033
C 1.6209 -3.2872 -0.3097 0.296 -0.306 1.390 -0.191
C 1.6553 -4.0764 -1.5849 -1.656 -1.961 0.006 -0.214
C 2.6598 -3.5022 -2.5033 2.210 -1.145 -1.570 -0.258
N 2.4761 -2.0947 -2.6522 0.147 0.877 -1.304 -0.019
H 0.7438 -1.3637 0.0115 0.722 -0.543 -0.871 0.093
H 0.7984 -3.6263 0.3546 0.609 0.216 -0.377 0.116
H 2.5955 -3.3971 0.2586 -0.881 -0.048 -0.438 0.138
H 0.6249 -4.0082 -2.0716 1.190 -0.194 0.608 0.144
H 1.8995 -5.1768 -1.3709 -0.412 1.483 -0.323 0.133
H 2.5817 -3.9977 -3.5457 0.273 0.702 1.570 0.136
H 3.7204 -3.7098 -2.0809 -1.381 0.105 -0.716 0.131
H 2.7126 -1.6420 -3.5652 -0.473 -0.491 1.672 0.138
S -1.3971 -0.6994 -2.6334 -0.472 -0.340 -0.394 0.592
C -3.0233 -1.1355 -2.4759 0.926 0.164 -0.538 -0.758
N -3.5624 -1.3405 -1.2517 -0.323 -0.208 -0.340 0.045
C -4.8434 -1.6599 -1.0421 -0.782 -0.280 0.475 -0.095
C -5.7064 -1.8264 -2.0930 -0.614 -0.196 0.582 -0.111
C -5.2117 -1.6464 -3.3948 0.251 0.097 -0.622 -0.105
C -3.8937 -1.3127 -3.5836 -0.404 -0.049 -0.752 -0.108
H -2.9234 -1.2651 -0.4728 0.575 0.249 0.554 0.076
H -5.1424 -1.7879 0.0111 0.220 0.130 -0.712 0.134
H -6.7568 -2.0960 -1.9150 0.620 0.206 -0.028 0.097
H -5.8870 -1.7662 -4.2579 0.413 0.071 0.466 0.105
H -3.4608 -1.1686 -4.5900 -0.337 -0.045 0.779 0.106

---

# 2
8
Properties=species:S:1:pos:R:3:forces:R:3:lowdin_charge:R:1 method="wB97M-V/def2-TZVPD" lumo_energy_ha="0.0857 / 0.0863" e_tot_ha=-488.5412 de_lowest_kcal_mol=54.9 spin_multiplicity=2 molar_mass_g_mol=196.77 orbital_gap_ev="3.97 / 4.52" total_charge=-1
C 0.3619 -1.5967 -0.0459 -1.491 0.787 -0.020 -0.454
O 1.5708 -2.0371 -0.0192 1.333 -0.003 -0.066 -0.323
Ag 2.7546 -0.0889 -0.0581 -1.148 -0.367 0.059 0.681
F 1.3837 1.7772 -0.0312 -0.058 -0.198 -0.186 -0.748
C -0.7790 -1.1387 -0.0674 1.221 0.600 0.137 -0.440
O -1.7837 -0.2913 -0.0234 -0.400 1.080 -0.092 -0.422
Li -0.3421 1.4035 -0.2903 0.323 -1.181 0.265 0.485
Li -3.1664 1.9721 0.5356 0.221 -0.717 -0.096 0.221

---

# 3
68
Properties=species:S:1:pos:R:3:forces:R:3:lowdin_charge:R:1 method="wB97M-V/def2-TZVPD" lumo_energy_ha=0.0661 e_tot_ha=-4960.5416 de_lowest_kcal_mol=22.1 molar_mass_g_mol=702.41 orbital_gap_ev=5.20 total_charge=-1
C 1.8488 2.4139 5.0773 -0.108 -0.139 -0.199 -0.084
C 0.6822 1.6845 5.3281 0.160 0.015 -0.209 -0.077
C 0.1640 0.8387 4.3463 0.152 0.111 -0.200 -0.072
C 0.8072 0.7277 3.0999 0.503 0.292 0.406 -0.301
P 0.0794 -0.3395 1.8368 -1.650 -1.530 0.376 1.006
C -1.0653 0.6339 0.8293 -0.159 0.352 -0.182 -0.298
C -1.7334 0.0094 -0.2379 0.074 0.138 0.012 -0.066
C -2.6476 0.7328 -1.0078 0.116 0.071 0.205 -0.050
C -2.8945 2.0785 -0.7141 0.189 -0.158 0.177 -0.077
C -2.2402 2.6992 0.3547 0.020 -0.184 -0.012 -0.085
C -1.3324 1.9779 1.1333 0.006 -0.202 -0.182 -0.074
C 1.3938 -0.9042 0.7303 0.600 0.074 -0.398 -0.304
C 2.0505 -2.1103 1.0265 0.055 0.292 -0.154 -0.066
C 3.0785 -2.5669 0.2001 -0.098 0.200 0.000 -0.072
C 3.4491 -1.8279 -0.9285 -0.201 0.122 0.145 -0.079
C 2.7865 -0.6358 -1.2389 -0.057 -0.116 0.162 -0.078
C 1.7550 -0.1750 -0.4162 0.160 -0.220 0.202 -0.084
C -0.8115 -1.6522 2.5651 1.311 1.069 0.112 -0.299
C -2.1046 -1.9734 2.1748 -2.963 -0.664 -0.442 -0.420
N -3.2171 -2.2752 1.9093 2.433 0.877 0.607 0.113
C 1.9884 1.4519 2.8582 -0.285 0.013 0.231 -0.069
C 2.4993 2.3000 3.8438 -0.143 -0.104 0.023 -0.082
H 2.2535 3.0716 5.8465 -0.091 -0.147 -0.192 0.102
H 0.1717 1.7745 6.2882 0.171 -0.039 -0.270 0.106
H -0.7416 0.2602 4.5349 0.234 0.130 -0.125 0.109
H -1.5397 -1.0426 -0.4583 -0.121 0.279 0.020 0.116
H -3.1736 0.2400 -1.8277 0.172 0.130 0.279 0.115
H -3.6077 2.6427 -1.3147 0.171 -0.143 0.141 0.103
H -2.4394 3.7458 0.5915 0.038 -0.303 -0.084 0.101
H -0.8276 2.4493 1.9787 -0.160 -0.061 -0.264 0.100
H 1.7429 -2.6816 1.9033 0.044 0.078 -0.276 0.107
H 3.5888 -3.5020 0.4367 -0.171 0.267 -0.095 0.107
H 4.2519 -2.1861 -1.5725 -0.215 0.075 0.144 0.103
H 3.0692 -0.0638 -2.1244 -0.099 -0.202 0.240 0.105
H 1.2226 0.7459 -0.6630 0.160 -0.249 0.049 0.109
H -0.3847 -2.1647 3.4314 -0.057 0.175 -0.371 0.061
H 2.4992 1.3505 1.8993 -0.114 0.031 0.255 0.105
H 3.4074 2.8727 3.6473 -0.254 -0.188 0.080 0.104
O -5.1349 -7.0942 -4.5791 0.677 0.782 0.592 0.060
C -4.6189 -6.3080 -3.8969 -1.358 -1.442 -1.137 -0.195
Co -3.8517 -5.0928 -2.9068 -0.632 -0.654 1.091 0.049
C -2.4866 -4.4398 -3.7884 1.303 0.249 0.831 -0.177
O -1.5385 -4.0800 -4.3488 -0.992 -0.242 0.000 0.073
C -4.8968 -3.6877 -2.6716 -0.660 1.594 -0.307 -0.181
O -5.5304 -2.7190 -2.6120 0.555 -1.030 0.094 0.060
C -2.8027 -6.3754 -1.7114 1.518 1.990 -1.179 -0.327
C -1.6877 -7.0367 -2.3818 0.946 -0.561 0.167 -0.222
C -1.7978 -7.9092 -3.4977 0.310 0.444 0.447 -0.040
C -0.6657 -8.1713 -4.2730 -0.071 -0.083 0.330 -0.102
C 0.5837 -7.6507 -3.9116 -0.009 0.146 -0.004 -0.124
C 0.7155 -6.9013 -2.7414 -0.205 -0.430 0.089 -0.101
C -0.3991 -6.6716 -1.9428 0.008 0.134 -0.517 -0.040
C -2.7185 -5.5226 -0.5498 3.393 1.420 -2.090 -0.373
C -2.0027 -4.4754 -0.1171 -0.304 -0.541 0.549 -0.029
Co -4.0841 -6.6222 -0.4971 -3.706 -1.545 1.737 0.073
C -4.9169 -8.0686 -1.1640 -1.408 -1.801 0.084 -0.106
O -5.5326 -9.0092 -1.4479 1.309 1.671 0.147 0.105
C -5.5053 -5.5355 -0.1417 -1.572 0.399 0.181 -0.100
O -6.5061 -5.0461 0.1589 1.463 -0.424 -0.378 0.108
C -3.5883 -7.1097 1.1437 -0.013 -1.037 1.022 -0.104
O -3.2478 -7.4502 2.1947 -0.288 0.731 -1.412 0.116
H -2.7678 -8.3522 -3.7429 0.302 0.378 -0.099 0.103
H -0.7514 -8.7810 -5.1755 0.001 0.105 0.295 0.093
H 1.4576 -7.8415 -4.5313 -0.175 0.050 0.014 0.084
H 1.6732 -6.4855 -2.4291 -0.068 -0.240 -0.142 0.091
H -0.3030 -6.1241 -1.0031 -0.077 -0.016 -0.439 0.097
H -2.0354 -4.2006 0.9383 -0.240 0.373 -0.532 0.014
H -1.4376 -3.8495 -0.8251 0.168 -0.565 0.359 0.059